ORCA calculation (wB97M-V/def2-TZVPD) on 13 unconnected molecules or ions with the total composition C42H115N5O24 in a non-equilibrium geometry.

Structure (XYZ):
```
186
C42H115N5O24 (wB97M-V/def2-TZVPD)
C 3.85514 -22.93425 -24.73297
C 3.92405 -24.45890 -24.86108
C 2.76070 -25.08546 -25.59158
O 2.67123 -26.45322 -25.37109
C 1.63664 -27.05531 -26.14283
N 5.26695 -24.77023 -25.47089
H 4.17453 -22.46479 -25.66185
H 4.48768 -22.63465 -23.90138
H 2.84741 -22.55933 -24.51938
H 4.01082 -24.90768 -23.85575
H 2.80441 -24.73517 -26.63920
H 1.82360 -24.61587 -25.23891
H 0.74153 -27.03834 -25.51414
H 1.86962 -28.07426 -26.44082
H 1.49494 -26.46480 -27.05234
H 5.99962 -24.50374 -24.82630
H 5.35164 -25.79108 -25.61550
C 7.47161 -22.03056 -22.14556
C 6.77958 -23.34624 -21.79568
C 7.59660 -24.56431 -22.20479
O 7.65074 -24.65132 -23.63274
C 8.89943 -24.43200 -24.23031
N 6.50924 -23.39791 -20.34179
H 7.04895 -21.21473 -21.56238
H 7.23985 -21.75901 -23.18539
H 8.56123 -22.07186 -22.12622
H 5.80995 -23.34868 -22.29066
H 7.03517 -25.44521 -21.87183
H 8.60128 -24.62371 -21.77822
H 9.76099 -24.93154 -23.77187
H 9.14338 -23.35770 -24.28082
H 8.86518 -24.73836 -25.27948
H 7.35386 -23.55350 -19.80076
H 5.86026 -24.14809 -20.11328
C 1.44760 -26.28761 -21.28272
C 0.96170 -25.66213 -22.57107
O -0.40649 -25.91377 -22.75287
O 2.85977 -26.19988 -21.17315
H 1.13607 -27.33433 -21.18326
H 1.04730 -25.74880 -20.42156
H 1.61149 -26.01058 -23.38321
H 1.17813 -24.58411 -22.49017
H -0.63853 -25.40170 -23.56370
H 3.23645 -26.89664 -21.76924
C 0.81492 -24.37060 -31.40493
C 0.82743 -24.73562 -29.92733
O 0.84825 -26.12681 -29.64820
O -0.45646 -24.67326 -32.00994
H 1.60143 -24.88177 -31.95850
H 1.00332 -23.28904 -31.45790
H -0.01029 -24.22041 -29.45528
H 1.76310 -24.34270 -29.48537
H 1.69397 -26.52700 -29.91340
H -1.02577 -23.91326 -31.85485
C 5.76451 -17.99823 -23.23734
C 4.76641 -19.12791 -23.12563
O 4.59834 -19.86619 -24.34371
O 5.40077 -16.95779 -24.12944
H 6.72065 -18.41815 -23.58930
H 6.00391 -17.54625 -22.27641
H 3.80720 -18.75246 -22.74726
H 5.18336 -19.83446 -22.40437
H 4.12612 -19.27773 -24.95300
H 5.03118 -17.31947 -24.93975
C 5.24312 -22.85555 -30.00104
C 5.62022 -23.44155 -28.65672
O 4.65511 -24.41770 -28.27137
O 6.32318 -22.13007 -30.59002
H 4.34420 -22.23831 -29.98296
H 4.96575 -23.67276 -30.68846
H 5.63719 -22.62739 -27.91858
H 6.61111 -23.91337 -28.70816
H 4.67748 -24.49871 -27.27806
H 6.94029 -22.76756 -30.95595
C -1.85113 -23.74618 -25.39765
C -2.49222 -23.40695 -24.07129
O -3.55822 -22.47922 -24.27554
O -0.79641 -24.69477 -25.21807
H -1.46222 -22.83730 -25.88118
H -2.61718 -24.13395 -26.07929
H -1.76725 -22.92189 -23.40840
H -2.90452 -24.27508 -23.56704
H -3.17749 -21.66475 -24.61835
H -0.60322 -25.01090 -26.12047
C 2.71807 -23.03305 -19.71776
C 3.38279 -22.25937 -20.83083
O 4.39922 -21.39088 -20.34216
O 1.85303 -22.23252 -18.92909
H 3.48318 -23.45691 -19.03439
H 2.30536 -23.96791 -20.11727
H 2.62603 -21.66776 -21.34876
H 3.82544 -22.94396 -21.56175
H 5.18846 -21.95140 -20.13866
H 2.34474 -21.41828 -18.75471
C 1.09580 -22.10026 -27.36175
C 2.22303 -21.16023 -27.73477
O 2.00770 -19.89582 -27.12805
O -0.07326 -21.85890 -28.10763
H 0.86542 -22.11184 -26.29251
H 1.51129 -23.09654 -27.54629
H 2.47136 -21.09708 -28.79868
H 3.15933 -21.55224 -27.32384
H 1.07870 -19.65906 -27.14927
H -0.46541 -21.02162 -27.84732
C -1.81028 -27.37433 -27.65774
C -1.10316 -28.47366 -26.89764
O -1.84584 -29.67936 -26.83617
O -1.07406 -26.16555 -27.61143
H -2.82245 -27.22700 -27.26786
H -1.95761 -27.64405 -28.71013
H -0.84358 -28.16916 -25.87353
H -0.11243 -28.63499 -27.34575
H -2.36107 -29.67594 -26.02759
H -0.43197 -26.14851 -28.34426
C 6.32486 -28.23271 -33.40031
O 5.33102 -27.26542 -33.23339
C 5.56137 -26.45877 -32.11299
C 4.25713 -25.89297 -31.63045
N 3.38369 -26.91558 -30.98960
C 3.79790 -27.08323 -29.60556
C 3.49182 -28.50573 -29.14717
O 4.08686 -29.36549 -30.11829
C 4.19343 -30.68665 -29.68967
H 6.20499 -28.65296 -34.39491
H 6.30097 -29.02932 -32.65571
H 7.29364 -27.72093 -33.38758
H 6.23828 -25.59395 -32.26339
H 6.11031 -27.04605 -31.35958
H 3.71060 -25.45051 -32.46625
H 4.37479 -25.10679 -30.88388
H 3.59907 -27.75175 -31.52856
H 3.35553 -26.34856 -28.93503
H 4.89341 -27.04211 -29.52793
H 2.39649 -28.64836 -29.18415
H 3.88018 -28.80807 -28.16937
H 4.71244 -31.25410 -30.46125
H 3.21655 -31.17491 -29.58029
H 4.75317 -30.75376 -28.75081
C 6.26351 -28.19023 -26.52263
O 5.52785 -27.71146 -25.42741
C 6.23143 -28.00122 -24.22642
C 5.40934 -27.65365 -22.99363
N 4.03035 -28.11321 -23.03859
C 3.92022 -29.51261 -22.60326
C 2.66139 -30.17144 -23.11956
O 2.53092 -30.04012 -24.49731
C 1.29981 -30.51008 -24.99691
H 6.36058 -29.28637 -26.47982
H 7.28436 -27.78579 -26.51934
H 5.74030 -27.95607 -27.43984
H 7.18348 -27.45720 -24.27268
H 6.45433 -29.07867 -24.23535
H 5.41129 -26.56182 -22.89954
H 5.96758 -28.08895 -22.16363
H 3.69321 -28.03167 -23.99817
H 4.01289 -29.59847 -21.51987
H 4.79454 -30.06475 -22.99094
H 1.81285 -29.72354 -22.57403
H 2.72628 -31.21908 -22.78012
H 0.94368 -31.40750 -24.47922
H 1.43695 -30.66677 -26.06253
H 0.50194 -29.76788 -24.83787
C 0.73416 -19.54218 -24.07961
O 0.07631 -18.97123 -22.98644
C 0.96585 -18.64968 -21.95101
C 0.25894 -17.74357 -20.95897
N -0.33365 -16.59108 -21.63935
C -1.23925 -15.83326 -20.78416
C -0.57845 -14.93291 -19.74610
O 0.06029 -13.87688 -20.39027
C 0.34169 -12.76840 -19.55962
H -0.02687 -19.70832 -24.83555
H 1.26893 -20.44312 -23.76244
H 1.47540 -18.83961 -24.48381
H 1.83361 -18.13173 -22.39259
H 1.37156 -19.55725 -21.48365
H 1.06899 -17.38603 -20.30308
H -0.43179 -18.34869 -20.37756
H 0.44225 -15.95879 -21.82647
H -1.98081 -16.45215 -20.27037
H -1.87501 -15.18828 -21.40493
H 0.09219 -15.52563 -19.10723
H -1.37934 -14.60605 -19.06665
H -0.31530 -12.66380 -18.69135
H 0.18093 -11.86572 -20.16139
H 1.38935 -12.75761 -19.23934
```

Summary:
Relative energy (zero: lowest compared OMol25 entry of this formula, charge and spin) = 0.0 kcal per mole
Orbital gap = 0.3252 hartree
E_tot = -3748.45652 Ha
Strongest force on any atom = 2.015 eV/A